Computed, not measured: a molecular structure, C38H31Cl5GeNO3S2Sc, with the ωB97M-V functional and the def2-TZVPD basis.

The geometry in XYZ format:
```
82
Properties=species:S:1:pos:R:3:forces:R:3
C 0.9132 -0.5055 0.0102 -0.046 -0.038 0.107
H -2.2388 -2.3393 3.1061 0.025 0.004 0.008
C -1.7933 -2.9183 -2.4397 -0.003 -0.001 0.004
C -5.3840 -0.0961 4.8702 0.011 0.000 -0.005
C 0.4951 2.7461 -3.6353 -0.005 -0.004 0.000
C -1.8085 -2.2089 -0.1513 -0.017 0.011 -0.038
H 5.2807 -0.1533 2.2728 -0.037 0.011 0.032
C 5.4784 0.9116 2.0837 0.063 0.048 -0.090
C 2.1694 -1.5581 -4.0012 0.003 -0.004 0.013
H 6.0722 1.0023 1.1705 -0.003 -0.022 0.007
H -0.9373 3.7111 -4.9103 0.001 -0.002 -0.001
H 3.6223 1.3430 1.2530 0.013 -0.011 -0.007
Cl -1.8860 5.7788 -2.4828 0.004 -0.008 0.010
S 2.0098 2.1991 3.5263 0.012 -0.020 0.032
H -1.3498 -2.9024 -3.4308 -0.003 -0.001 -0.002
C -4.1570 -0.5873 4.4712 -0.013 0.003 0.006
Sc 0.6070 0.8141 1.8161 0.105 0.148 0.000
H -6.6884 1.6209 4.9857 -0.001 -0.001 0.002
C 1.7172 -3.4540 -2.6189 0.007 0.007 -0.008
C -2.0447 3.4681 -1.0701 0.004 -0.026 0.010
H -2.5639 1.8521 -4.7758 0.000 -0.002 0.004
H 2.0253 -0.5109 -4.2444 -0.003 -0.002 -0.014
C -1.5347 -1.6599 3.6011 -0.028 0.016 0.028
C -2.9208 -3.0052 0.0883 0.000 0.005 -0.001
C -3.4753 -3.7560 -0.9397 0.004 0.001 -0.003
H 1.6976 1.5928 -2.2882 0.006 0.000 0.005
H -1.3879 -1.6124 0.6507 0.006 -0.007 -0.003
H -3.3595 -3.0268 1.0790 -0.007 -0.008 -0.009
H 6.7548 2.4146 2.9911 -0.032 0.023 -0.007
Ge 0.3386 -1.0106 -1.7283 -0.055 0.024 0.000
C 0.5423 3.6152 -0.1452 -0.057 -0.022 -0.021
C -4.7888 2.0871 4.0593 -0.003 -0.006 -0.007
C -1.9352 -0.2206 3.4243 0.029 -0.069 -0.023
H 1.2175 -3.9036 -1.7668 -0.007 -0.003 0.000
O -1.0719 0.5838 2.8732 -0.004 -0.056 0.037
S 4.8989 1.9445 4.4701 -0.024 0.007 -0.056
C 2.9209 -2.1345 0.5532 -0.007 0.007 -0.037
H -3.3344 -4.3007 -3.0128 0.001 0.000 0.000
H -2.0507 -0.1443 -3.4229 -0.008 -0.003 -0.010
C -3.5614 1.6174 3.6537 0.003 0.009 0.000
C -0.1201 0.5587 -2.7987 -0.005 0.004 -0.006
C -0.7017 2.8227 -4.3364 0.002 0.002 -0.002
H 6.9098 0.8051 3.7282 0.008 0.010 -0.006
C 3.6380 1.7163 3.2379 -0.018 0.024 0.028
H 2.6934 -5.2841 -3.1678 0.000 0.000 0.000
C 6.2129 1.5147 3.2806 0.012 -0.082 0.056
H -4.3482 -4.3713 -0.7543 -0.003 0.001 -0.001
C 3.1977 -3.6764 -4.5008 -0.004 -0.012 0.009
O 1.5778 -1.0191 2.2166 0.012 -0.009 -0.048
C -1.3210 0.6551 -3.4971 0.015 0.022 -0.017
C 3.0062 -2.3347 -4.7955 -0.003 0.012 0.002
Cl -3.6676 3.3575 -1.6673 0.006 0.003 -0.003
C -5.7227 1.2430 4.6733 0.001 0.000 -0.001
H 2.5324 -3.1443 0.7079 -0.003 -0.002 -0.001
C 2.5486 -4.2368 -3.4072 0.004 0.008 -0.006
C -2.9082 -3.7143 -2.2064 0.007 0.005 0.000
H 3.2168 -2.0182 -0.4890 0.009 -0.012 -0.004
H -0.5383 -1.8086 3.1847 -0.004 -0.003 -0.003
H 3.5090 -1.8894 -5.6466 0.001 0.001 0.002
H 3.8496 -4.2838 -5.1180 0.000 0.001 -0.001
O 2.1756 0.2587 0.2740 -0.005 -0.030 -0.012
H -3.9220 -1.6306 4.6414 -0.002 -0.003 -0.004
C 1.5111 -2.1015 -2.8993 0.018 -0.031 0.008
Cl 2.2233 3.7023 0.3079 0.022 -0.003 -0.011
H -6.0938 -0.7659 5.3452 -0.001 -0.001 -0.001
C -1.6134 1.7798 -4.2601 0.006 -0.018 0.002
C -1.5037 2.4924 -0.2321 -0.018 -0.012 0.027
C 0.7797 1.6248 -2.8675 -0.024 -0.011 0.005
Cl -2.5244 1.1185 0.1293 0.010 0.009 -0.008
C 1.8597 -1.1363 0.9256 0.042 -0.002 0.070
C -1.2563 4.5521 -1.4337 -0.017 0.030 -0.008
C -0.2149 2.5297 0.2922 -0.001 0.080 -0.061
H 3.7859 -1.9992 1.2058 -0.003 -0.004 -0.002
C 0.0538 4.6215 -0.9770 0.033 0.019 0.001
C -1.2324 -2.1472 -1.4217 0.007 -0.017 -0.015
H -5.0373 3.1298 3.8932 0.003 0.001 -0.001
Cl 1.0615 5.9370 -1.4958 -0.007 -0.002 0.003
H 1.1920 3.5760 -3.6576 0.003 0.001 -0.004
C -3.1977 0.2549 3.8436 -0.002 0.013 -0.002
H -2.8465 2.2708 3.1716 -0.010 0.001 0.006
N 4.2584 1.6889 1.9657 -0.027 -0.006 0.047
H -1.5121 -1.9425 4.6597 0.000 0.004 0.002
```
Positions in Å, forces in eV/Å.

Output
net charge = -2
highest occupied orbital energy (alpha / beta) = -0.800 / 0.072 eV
multiplicity = 1

---

Computed, not measured: a molecular structure, C38H31ClEuI2N4O6S2 in a non-equilibrium geometry, with the ωB97M-V functional and the def2-TZVPD basis.

The geometry in XYZ format:
```
85
Properties=species:S:1:pos:R:3:forces:R:3
Cl -3.5448 1.5781 3.1107 -0.704 0.444 -0.499
C -1.2812 -1.4125 4.3804 0.100 0.867 -1.459
H 3.8609 -4.4895 2.5736 -0.852 -0.180 -0.064
H 3.8067 -3.7684 0.2785 -0.297 0.067 0.045
H 3.8904 0.9352 -0.7263 0.142 -0.441 0.340
H -1.7333 -3.1448 5.4748 -0.467 0.684 0.300
H 1.7521 7.0940 -2.9015 -0.517 -0.894 0.392
C 2.7401 0.7206 1.8273 -0.868 0.635 1.455
C -2.1388 -2.2213 5.0235 -0.349 -0.886 0.202
H 3.7304 2.7557 3.2169 0.310 -0.102 -1.223
S -0.7278 -0.3707 -4.5269 -0.328 -1.157 -0.176
C 1.2956 6.9795 -0.8012 0.529 -1.140 -0.314
O 2.2874 0.8474 2.9726 1.096 -0.182 -0.980
H -2.1379 -4.4782 0.8644 0.418 0.493 -0.530
C 0.4451 -3.8285 0.7228 1.093 -0.764 1.329
H 1.5562 6.6074 1.3549 -1.027 -0.409 -1.220
C -4.0631 -3.5739 -0.9642 1.935 1.249 0.096
C 1.1436 4.8011 0.1997 0.312 0.244 -0.158
H -0.2232 -1.5245 4.4468 0.674 -0.307 -0.030
C 2.8465 -3.9587 0.7637 2.087 -0.325 -0.037
H -1.0122 0.6879 -6.6333 -0.093 0.090 -0.066
C 0.5471 0.5769 -3.8498 0.762 2.887 3.543
I 7.4372 4.6697 0.0151 -0.505 -0.370 0.116
C -3.0130 -1.4374 -0.3225 0.465 2.161 1.119
H -3.3911 1.0346 -0.1291 -0.656 0.485 -0.576
C 1.5110 5.0043 -2.1701 0.032 0.679 -1.331
N -0.6551 -3.0867 0.3360 -1.233 0.159 -1.599
H -5.0975 -5.2577 -0.6720 0.113 -1.193 0.164
C -4.0410 -0.8768 4.2161 2.777 -0.064 0.910
C -0.3327 -0.0883 -6.2949 -0.159 1.012 0.505
C -4.3468 0.7335 -0.6024 1.140 -0.591 -0.793
O 0.1129 2.1800 -0.2051 0.593 -0.017 -0.327
N 1.1500 2.1687 -2.2804 0.931 2.107 -0.044
C 1.6194 -4.8099 2.6043 1.225 -0.305 1.638
N -5.0720 -1.4420 -1.5175 0.628 0.287 0.771
C -3.5100 -1.9572 4.9645 -0.609 -0.097 -0.502
C 1.2960 6.1753 0.3425 0.315 -0.164 1.209
C -4.1854 -0.7694 -0.7825 -1.158 -0.386 -1.494
C -1.8771 -3.5314 0.3519 0.517 0.336 0.123
C 1.0940 0.3624 -6.4348 0.570 0.679 -0.129
O 2.3018 -0.1061 0.9582 -1.299 -1.000 -1.449
C -4.9578 -2.7885 -1.6370 -0.407 0.654 -0.155
C 5.1586 3.6053 1.7196 -0.920 0.137 3.051
H 1.2972 0.9520 -7.3357 -0.431 0.262 0.247
O 1.7691 4.5499 -3.4275 -0.514 -0.746 0.629
C -3.1043 -0.0018 3.6136 -0.261 -1.784 0.500
H -5.6480 -3.1750 -2.3729 -0.204 -0.517 0.092
C -1.7289 -0.3579 3.5195 1.096 0.738 0.495
H -3.1777 -6.4739 -0.0919 -0.671 -0.705 0.612
O -3.0230 -5.7770 -0.7039 1.037 0.140 -0.504
C 5.7962 3.4190 0.5502 0.360 -0.414 -1.650
H 1.5249 -5.2158 3.6485 0.309 0.290 -1.212
H -4.1021 -2.6251 5.5583 -0.827 -0.117 -0.105
C 4.3285 1.5635 0.0375 0.510 1.030 -0.092
I 1.6562 -2.8977 -1.8409 0.183 0.308 -0.205
C 4.1554 2.6813 2.1866 1.618 1.215 -0.234
O -2.0723 -0.6566 0.1932 0.600 -1.013 -1.072
C 0.7694 2.7783 -1.1240 0.568 -1.835 -1.216
H 5.5165 4.4131 2.3877 -0.469 -0.550 -0.386
H -0.5247 -4.7991 2.3357 0.026 0.149 0.492
C -2.9970 -2.8196 -0.3071 -0.127 -2.116 0.191
H -4.5931 1.2360 -1.5828 0.507 -0.512 1.047
N 0.4695 1.0828 -2.5813 -1.749 -3.997 -3.025
H 5.9147 2.2572 -1.2768 -0.699 0.292 0.526
H -4.2543 -5.2436 -2.2548 -0.037 -0.196 0.630
H -1.1497 1.3383 2.3127 0.685 -0.932 0.653
H 0.3237 0.2948 2.8882 -0.795 0.050 0.670
H -5.0754 -0.6596 4.2456 -0.867 0.308 -0.016
C 3.8092 1.6544 1.3327 -0.713 0.067 0.326
C 1.7005 -3.7240 0.0649 -2.260 0.646 0.659
H 1.7423 -0.4556 -6.5460 0.700 -1.477 -0.100
C 2.8832 -4.4343 2.0701 -1.341 -0.246 -0.185
Eu 0.1627 -0.2612 -0.0376 -1.303 0.957 1.722
H -0.4780 -0.9566 -6.9089 -0.290 -0.633 0.066
H 1.5426 3.5747 -3.4134 0.365 0.429 0.158
C 5.3581 2.4238 -0.3331 0.769 -0.426 -0.594
H 1.0073 4.1451 1.0615 0.072 0.236 -0.190
C 1.5055 6.4184 -2.0570 0.050 0.002 0.724
C 1.1844 4.1886 -1.0719 -0.412 0.690 1.266
H 1.1287 8.0196 -0.7028 0.381 1.039 0.069
C -4.1354 -5.0954 -1.1581 -1.050 1.975 -0.745
C -0.7689 0.3991 2.8088 -0.023 0.891 -2.127
S 1.7248 1.2397 -4.9862 -0.392 0.453 0.249
H -5.1260 0.9567 0.0944 -0.636 0.035 0.461
C 0.4470 -4.5518 1.9374 -0.080 0.635 -0.981
```
Positions in Å, forces in eV/Å.

Output
net charge = -1
highest occupied orbital energy (alpha / beta) = -2.639 / -2.701 eV
multiplicity = 7

---

Computed, not measured: a molecular structure, C38H32BN7O2Ti, with the ωB97M-V functional and the def2-TZVPD basis.

The geometry in XYZ format:
```
81
Properties=species:S:1:pos:R:3:forces:R:3
H 0.0529 5.4210 -2.7264 0.000 -0.003 -0.015
N 1.7307 0.1205 -1.0971 0.059 -0.019 -0.473
H -0.8408 4.0943 -3.4761 -0.004 -0.005 0.019
H 5.4675 -2.0635 3.2565 -0.003 0.007 -0.013
C 5.3107 -2.2847 1.1277 -0.032 0.024 -0.023
C -3.7899 -0.9076 2.4497 -0.042 -0.060 -0.047
H 0.0001 3.1440 5.9385 0.000 0.009 -0.013
N 0.0212 2.3081 -1.4657 0.005 -0.234 0.177
C -3.1820 -0.7807 -2.5174 0.002 0.040 -0.174
C 0.0059 1.9073 2.7914 -0.001 -0.159 0.043
N -1.3005 0.3711 -2.3939 0.114 0.298 0.233
H 2.7637 -0.5835 -5.2299 -0.002 -0.006 -0.006
H -1.2430 -0.8169 -5.0595 -0.008 0.001 0.016
C 3.0954 -0.9370 -2.4995 0.016 -0.008 -0.188
C 0.0022 1.9180 4.1766 -0.002 0.074 -0.010
C 0.0308 3.6459 -1.5700 0.008 0.036 -0.210
H 0.0339 5.2330 -0.0512 0.002 -0.048 0.001
O 0.0344 -1.5267 1.3603 0.004 -0.386 0.567
C -3.1577 -0.4954 1.2878 0.020 0.105 0.160
C -0.0070 -4.4235 -0.6422 -0.008 0.190 -0.418
H -3.4772 -0.5067 3.4050 0.003 -0.005 -0.009
C 3.2072 -0.4942 1.2913 -0.010 0.099 0.151
H 1.1074 -1.1150 -4.9426 0.011 -0.002 0.010
C 0.0312 -6.1211 1.5179 -0.001 0.119 -0.020
H -0.0013 -7.6923 0.0699 0.001 0.004 0.000
C 0.0278 4.1843 -0.2943 -0.003 0.108 -0.117
C 0.0418 4.3456 -2.8879 0.001 0.052 0.079
H -5.3386 -2.1376 3.2822 0.000 0.009 -0.012
C 4.9341 -1.7711 2.3615 0.001 0.003 0.014
C 1.8426 -0.3445 -4.7032 0.073 -0.032 0.029
H 0.0064 0.9367 2.3055 0.000 -0.015 -0.038
H 2.4291 0.2578 1.3768 -0.032 0.034 -0.065
C 3.5622 -1.0198 0.0528 -0.061 0.006 -0.216
H -0.0007 0.9829 4.7215 0.000 0.006 -0.011
H -2.3888 0.2675 1.3682 0.034 0.034 -0.071
H -1.6798 0.8948 -5.0516 0.000 -0.001 0.023
H 0.0151 5.2324 2.2108 0.000 -0.021 -0.006
C -4.8379 -1.8152 2.3787 0.001 -0.001 0.011
C 0.0103 3.0892 2.0567 0.001 0.077 -0.219
C -0.0150 -5.7730 -0.8931 0.004 -0.150 0.105
H -0.0353 -6.1577 -1.9040 0.000 -0.013 0.017
C 0.0045 -6.6207 0.2196 -0.002 0.005 -0.061
C 0.0168 -2.4590 0.4793 0.016 -0.652 0.643
H 0.0594 -4.3412 2.7615 -0.001 -0.015 -0.016
C -2.8573 -0.5677 -1.1838 -0.125 -0.092 0.278
H 0.9214 4.0752 -3.4720 0.003 -0.006 0.019
N 0.0103 1.9662 -0.1295 -0.012 0.418 -0.370
H -6.0789 -2.9920 1.0823 0.012 0.002 0.003
C 3.8819 -0.8691 2.4417 0.031 -0.053 -0.044
H 3.9030 -1.5242 -2.9018 0.021 0.065 0.005
H 0.0463 -6.8084 2.3527 -0.001 -0.011 -0.013
C -2.1726 -0.1698 -3.2536 0.046 -0.018 -0.134
N 1.2784 0.3143 -2.3785 -0.087 0.325 0.252
C -3.5493 -0.9896 0.0473 0.047 0.018 -0.207
C -0.0225 -3.2400 -1.5956 0.005 -0.178 0.424
H -2.9314 -0.3410 -5.2284 0.004 -0.003 -0.003
H 0.0084 5.2628 4.6596 0.000 -0.007 -0.012
H 1.4707 0.6122 -5.0660 -0.001 -0.002 0.022
H -4.0344 -1.3004 -2.9196 -0.021 0.059 0.012
C 0.0152 3.0972 0.5763 0.006 -0.044 0.407
H 4.9307 -2.3202 -0.9760 -0.024 0.004 0.007
C -5.2528 -2.2960 1.1437 0.028 0.028 -0.013
H 0.0227 1.7171 -3.6783 0.001 -0.042 0.108
C 2.8347 -0.6343 -1.1706 0.105 -0.045 0.281
B 0.0074 1.2208 -2.5928 -0.017 -0.068 0.085
Ti 0.0017 -0.1017 -0.0084 -0.027 0.325 0.067
H 3.5966 -0.4454 3.3956 -0.001 -0.003 -0.007
C 0.0183 -3.9327 0.6514 0.001 0.683 -0.008
C -1.9949 -0.0975 -4.7320 -0.067 -0.024 0.026
O -0.0428 -3.2604 -2.7901 0.000 0.141 -0.136
N -1.7173 0.1268 -1.1122 -0.030 0.003 -0.505
C -4.6130 -1.8851 -0.0156 -0.011 -0.121 0.048
N -0.0066 -2.0791 -0.7756 -0.002 -0.554 -0.504
C 2.0871 -0.3219 -3.2335 -0.086 -0.007 -0.152
C 0.0387 -4.7449 1.7579 0.003 -0.260 0.113
C 0.0076 4.3147 4.1383 0.001 -0.007 -0.033
C 0.0028 3.1280 4.8567 0.001 -0.014 -0.015
H 6.1395 -2.9766 1.0580 -0.010 0.002 0.003
H -4.9408 -2.2726 -0.9719 0.029 0.006 0.007
C 4.6296 -1.9104 -0.0204 0.016 -0.115 0.058
C 0.0114 4.2949 2.7511 -0.004 0.088 0.090
```
Positions in Å, forces in eV/Å.

Output
net charge = +1
highest occupied orbital energy (alpha / beta) = -11.111 / -11.111 eV
multiplicity = 2

---

What are the ΔE to the lowest compared entry with this formula, charge and spin values for these records? In order: 2.099; 0.000; 0.119 eV.
What are the E values for these records? In order: -7682.20103; -4699.41025; -2875.40965 hartree.